Record 1
118
Properties=species:S:1:pos:R:3 method="wB97M-V/def2-TZVPD" total_charge=+2 energy_ev=-221605.499 homo_lumo_gap_ev="5.0417 / 5.0430"
Al -0.80293 -0.57686 0.32077
C 3.64975 0.87332 3.73845
C 3.52899 0.59158 2.24198
C 3.95079 1.83870 1.47101
P 1.90095 -0.19147 1.68828
C 0.69889 0.26752 3.01188
N 0.07512 1.55453 2.66033
Ge -0.44467 2.07450 0.92105
N -2.24894 2.62800 0.31925
C -3.20646 1.75738 -0.37742
P -3.15117 0.04424 0.25072
C -4.11732 -1.06767 -0.86562
C -3.22827 -2.03454 -1.63926
C -5.06216 -0.32085 -1.80428
C -4.08764 0.01066 1.83241
C -5.58435 0.25948 1.65921
C -3.52275 0.94530 2.89739
C -2.82557 3.60673 1.14620
C -4.17120 3.98434 1.16265
C -4.64247 4.86446 2.12764
C -3.80550 5.36230 3.10406
C -2.45881 5.05707 3.06195
C -1.98734 4.23786 2.04957
N -0.59215 3.95632 1.79237
C 0.18831 3.92074 3.01547
C 0.64749 5.05364 3.65516
C 1.21146 4.92263 4.91703
C 1.25970 3.66632 5.50490
C 0.85543 2.52931 4.82762
C 0.37041 2.63166 3.51944
C -0.05610 4.86015 0.77344
C -0.34081 6.20718 0.75010
C 0.32479 7.01676 -0.16005
C 1.26197 6.45431 -1.00968
C 1.50000 5.08901 -1.02338
C 0.80735 4.25527 -0.14757
N 0.88996 2.84527 -0.07536
C 1.76651 2.15729 -1.00773
P 1.16262 1.10235 -2.38482
C 2.66559 0.16662 -2.86960
C 2.87009 -1.03465 -1.94368
C 3.93680 1.02218 -2.91571
C 0.48195 2.07754 -3.78479
C 1.53669 2.63421 -4.74008
C -0.43746 3.19623 -3.28824
C 2.38866 -1.97734 1.78325
C 2.76045 -2.48266 3.17457
C 1.43869 -2.93754 1.07657
H 4.70144 1.03170 3.97632
H 3.29823 0.06110 4.37119
H 3.11867 1.78358 4.01151
H 4.24171 -0.20323 1.99325
H 3.20288 2.63028 1.54169
H 4.15123 1.62663 0.42260
H 4.87681 2.22750 1.89180
H 1.24853 0.38304 3.94204
H 0.00089 -0.55882 3.17363
H -2.99244 1.74546 -1.44087
H -4.22233 2.11344 -0.23201
H -4.70462 -1.66034 -0.15485
H -2.71850 -1.54306 -2.46216
H -3.83919 -2.83615 -2.05072
H -2.47396 -2.52018 -1.00260
H -4.50335 0.26328 -2.53349
H -5.74848 0.34136 -1.28115
H -5.66306 -1.03922 -2.35977
H -3.92882 -1.02441 2.16455
H -5.78250 1.27766 1.32613
H -6.07572 0.14064 2.62355
H -6.06334 -0.42841 0.96736
H -3.81045 1.97480 2.69997
H -2.43688 0.89751 2.99132
H -3.94267 0.67717 3.86593
H -4.85523 3.61807 0.41547
H -5.68320 5.15158 2.12096
H -4.18627 6.01389 3.87375
H -1.78748 5.46529 3.80145
H 0.55979 6.02157 3.18271
H 1.57854 5.79138 5.44179
H 1.63245 3.55884 6.51358
H 0.90978 1.57891 5.33482
H -1.06249 6.62614 1.43626
H 0.12364 8.07642 -0.18935
H 1.81649 7.08361 -1.69039
H 2.22947 4.71311 -1.72432
H 2.41752 1.48546 -0.44825
H 2.42850 2.87639 -1.48577
H 2.43497 -0.20049 -3.87630
H 2.85275 -0.73490 -0.89328
H 3.84664 -1.47147 -2.14208
H 2.11741 -1.80283 -2.09511
H 4.26596 1.29260 -1.91318
H 3.83268 1.93148 -3.50177
H 4.73616 0.43563 -3.36521
H -0.12792 1.33698 -4.31841
H 2.16676 3.37808 -4.25195
H 1.03098 3.13550 -5.56389
H 2.17163 1.86211 -5.16818
H 0.14406 4.03620 -2.91566
H -1.11987 2.87787 -2.50302
H -1.03559 3.55630 -4.12332
H 3.30899 -1.94273 1.18153
H 1.92403 -2.41278 3.86781
H 3.60666 -1.94511 3.59616
H 3.04396 -3.53295 3.11561
H 0.60058 -3.21691 1.70898
H 1.98042 -3.84363 0.80846
H 1.04113 -2.52494 0.13407
F -1.47915 0.48590 -2.18703
B -0.29012 -0.14619 -1.89110
F -0.17711 -1.32781 -2.54568
F -1.06399 -1.58917 1.62546
As -0.97201 -1.61771 5.38546
F -0.22768 -2.93718 4.58628
F -2.28291 -1.83999 4.31655
F -1.56618 -2.25507 6.79109
F -1.41801 0.04115 5.47618
F 0.61029 -1.13186 5.86177

---

Record 2
115
Properties=species:S:1:pos:R:3 method="wB97M-V/def2-TZVPD" total_charge=+2 s_squared=0.783 energy_ev=-154692.243 de_lowest_ev=1.359 multiplicity=2 homo_lumo_gap_ev="5.9012 / 5.5636"
Bi 1.03086 -0.74202 -0.56991
C 0.77559 -2.05740 -4.51252
C 2.14771 -1.70154 -3.96681
C 2.51459 -0.38609 -3.65375
C 3.81897 -0.04393 -3.24533
C 4.16559 1.40206 -2.93327
C 4.76078 -1.06512 -3.13003
C 4.38590 -2.41487 -3.22570
C 5.33856 -3.53031 -2.82686
C 3.13067 -2.70421 -3.79033
H 0.76576 -2.35054 -5.56348
H 0.05064 -1.26211 -4.38208
H 0.39558 -2.94211 -3.99236
H 1.81167 0.44518 -3.82377
H 4.51217 1.91744 -3.82139
H 4.94196 1.39278 -2.14599
H 3.28205 1.93670 -2.53074
H 5.82344 -0.81223 -2.87852
H 6.12504 -3.58916 -3.56929
H 4.80278 -4.47315 -2.69864
H 5.81590 -3.29474 -1.85889
H 2.86101 -3.73502 -3.99290
C -3.94946 4.50475 1.40800
C -2.93828 3.89997 2.41863
C -3.78379 3.27977 3.54532
C -1.96503 4.93240 3.03453
C -2.13463 2.81231 1.70128
C -1.36853 3.19934 0.60521
C -0.36881 2.32351 0.10400
N -0.19805 1.05000 0.67041
C -1.22161 0.58144 1.44897
C -2.12208 1.45471 2.05191
C -1.32182 -0.89506 1.62635
C -1.90614 -1.48194 2.74178
C -2.12652 -2.87693 2.82635
C -1.98481 -3.58781 1.61883
C -1.38650 -2.96739 0.53835
N -1.01320 -1.68460 0.54206
C -2.56396 -3.55510 4.10782
C -2.13471 -5.02072 4.11884
C -1.86212 -2.88620 5.29547
C -4.07288 -3.36545 4.22520
H -4.62507 5.28095 1.83619
H -4.61742 3.67433 1.12088
H -3.47258 4.89195 0.51259
H -4.34242 4.07545 4.07307
H -3.15386 2.76355 4.26690
H -4.52293 2.55484 3.19962
H -2.47563 5.76437 3.51348
H -1.30790 5.29828 2.27099
H -1.36396 4.42455 3.79721
H -1.41880 4.21219 0.17484
H 0.57285 2.75816 -0.26123
H -2.82345 1.14175 2.82398
H -2.20680 -0.87766 3.59575
H -2.26429 -4.63514 1.51408
H -1.18458 -3.55787 -0.36298
H -1.06646 -5.03622 3.96242
H -2.59494 -5.62727 3.36271
H -2.36475 -5.52656 5.06231
H -0.81269 -2.76580 5.04108
H -1.90827 -3.51221 6.20450
H -2.25402 -1.91952 5.57015
H -4.61064 -3.78332 3.37599
H -4.31992 -2.29475 4.29858
H -4.49863 -3.88080 5.11887
N 7.29299 0.20664 3.75473
C 6.13275 0.93295 3.82554
O 5.88669 1.73177 4.73065
C 5.15917 0.60769 2.80039
C 4.03740 1.42775 2.73251
C 3.06586 1.16202 1.78767
N 3.24762 0.20434 0.83650
C 4.28211 -0.61646 0.93042
C 5.26941 -0.47154 1.90776
H 8.04539 0.54310 4.37512
H 7.55323 -0.38471 2.98631
H 3.91753 2.20147 3.49742
H 2.16827 1.77495 1.68362
H 4.31033 -1.41984 0.23245
H 6.12104 -1.12927 1.93435
C -1.21287 2.30462 -5.50935
Si -0.69542 2.96746 -3.80722
C -1.62738 4.59535 -3.41543
C 1.11099 3.48498 -3.93569
As -0.95758 1.37686 -1.89173
Si -3.30146 0.54892 -1.97963
C -4.06156 0.08614 -0.33801
C -3.24903 -1.07391 -3.00689
C -4.43218 1.86918 -2.71495
H -0.81133 2.97328 -6.28492
H -2.30776 2.22103 -5.59140
H -0.76592 1.31740 -5.71211
H -1.47903 5.23824 -4.30096
H -1.18752 5.08951 -2.51788
H -2.71768 4.42676 -3.32584
H 1.13345 4.31041 -4.65464
H 1.79697 2.70618 -4.26164
H 1.49829 3.86178 -2.97206
H -3.62263 -0.81004 0.16002
H -5.09543 -0.12353 -0.53282
H -4.02643 0.93842 0.35621
H -2.43753 -1.71343 -2.60716
H -3.05425 -0.92838 -4.07656
H -4.20155 -1.58055 -2.88301
H -4.28164 2.84280 -2.26399
H -5.44769 1.53923 -2.46748
H -4.28183 1.91759 -3.81023
F 1.06667 -3.17911 -1.09904
Sb 2.06410 -4.44768 0.15631
F 0.36485 -5.23992 0.54644
F 2.32118 -5.40272 -1.52255
F 2.99153 -5.55097 1.42730
F 3.59970 -3.36436 -0.24152
F 1.62107 -3.10231 1.47425

---

Record 3
110
Properties=species:S:1:pos:R:3 method="wB97M-V/def2-TZVPD" s_squared=2.033 energy_ev=-247868.220 de_lowest_ev=2.712 multiplicity=3 homo_lumo_gap_ev="5.8829 / 6.9953"
Ti 0.31258 0.19389 -0.50534
C -0.05584 -5.68464 -1.94645
C -0.39462 -4.19964 -2.12274
C 0.08019 -3.71086 -3.49521
P 0.02298 -3.00999 -0.69770
C -0.10616 -4.28032 0.69755
C 0.57869 -3.84253 1.98603
C -1.59638 -4.50627 0.96158
C 1.84955 -2.77940 -0.63328
C 2.75064 -3.67960 -1.19700
C 4.09078 -3.71877 -0.84423
C 5.05530 -4.67028 -1.49978
C 4.49165 -2.89387 0.20045
C 3.63288 -1.96430 0.75190
C 2.32668 -1.78032 0.26475
N 1.49046 -0.73223 0.67800
C 1.97395 0.22973 1.62327
C 3.21203 0.85385 1.41997
C 3.71128 1.79458 2.29424
C 2.99109 2.16753 3.41941
C 3.50992 3.21883 4.36213
C 1.77137 1.54887 3.64046
C 1.23614 0.59045 2.78183
P -0.25052 -0.39257 3.28012
C 0.38917 -0.93902 4.97093
C 1.75012 -1.62845 4.83412
C -0.58796 -1.91288 5.63581
C -1.56753 0.88391 3.70655
C -1.20418 2.09608 4.55527
C -2.80250 0.16857 4.27176
H -0.31036 -6.21296 -2.86847
H -0.63177 -6.14157 -1.14266
H 1.00064 -5.85717 -1.74571
H -1.49054 -4.13061 -2.13404
H 1.15848 -3.55492 -3.52555
H -0.40117 -2.77921 -3.78302
H -0.17309 -4.45423 -4.25507
H 0.36746 -5.20538 0.36503
H 0.23657 -2.85117 2.27943
H 1.66272 -3.82353 1.88059
H 0.32973 -4.54526 2.78727
H -2.03006 -3.58540 1.36122
H -1.74172 -5.30255 1.69593
H -2.14049 -4.78040 0.05276
H 2.39773 -4.39480 -1.92781
H 4.55453 -5.28056 -2.25076
H 5.50588 -5.33692 -0.76205
H 5.86423 -4.12355 -1.98787
H 5.50070 -2.97708 0.58889
H 3.97631 -1.37762 1.59031
H 3.78640 0.60093 0.53817
H 4.67019 2.25517 2.08690
H 4.58764 3.33798 4.25819
H 3.28306 2.96389 5.39765
H 3.04165 4.18167 4.14566
H 1.23552 1.80647 4.54461
H 0.50512 -0.05536 5.60606
H 1.65015 -2.56517 4.28193
H 2.14722 -1.86322 5.82451
H 2.48035 -1.00664 4.31771
H -0.86232 -2.71344 4.94391
H -1.50008 -1.42111 5.96417
H -0.12005 -2.36675 6.51288
H -1.84442 1.25713 2.72080
H -0.79646 1.81291 5.52881
H -2.11041 2.68185 4.73504
H -0.49892 2.74271 4.03534
H -2.74139 0.07397 5.35614
H -2.92117 -0.82768 3.83934
H -3.70045 0.74657 4.04161
Br -0.49763 2.42314 0.26305
C -2.84574 4.16550 -1.72621
Br -2.89515 2.50284 -2.55289
H -1.94249 4.73154 -1.90201
H -3.30892 4.20160 -0.75111
C -4.77726 -2.04718 0.11584
N -4.01325 -1.81098 -1.08770
C -4.33915 -2.21483 -2.36441
C -3.37235 -1.77495 -3.18560
N -2.43808 -1.08381 -2.41183
C -2.84746 -1.11459 -1.11079
S -2.13528 -0.47174 0.25736
C -1.27834 -0.50063 -2.98153
C -1.34193 -0.09770 -4.30934
C -0.18296 0.06651 -5.04334
C 1.03065 -0.31070 -4.43139
C 1.03891 -0.61695 -3.10778
N -0.07960 -0.56636 -2.29449
H -5.75752 -2.42769 -0.15974
H -4.87991 -1.11530 0.67060
H -4.27373 -2.77099 0.75759
H -5.22459 -2.78612 -2.57925
H -3.24722 -1.91935 -4.24187
H -2.31329 0.07257 -4.75558
H -0.21588 0.41488 -6.06506
H 1.94926 -0.34968 -4.99987
H 1.94334 -0.95966 -2.62120
C 1.24836 2.73725 -2.98459
Si 2.12162 1.82027 -1.53899
C 2.71822 3.32094 -0.49211
C 3.77445 1.12721 -2.25838
H 1.99562 3.25884 -3.59070
H 0.56420 3.48786 -2.58314
H 0.67605 2.08869 -3.64542
H 3.80801 3.40160 -0.52646
H 2.41715 3.26445 0.55179
H 2.29873 4.24331 -0.89852
H 4.01585 1.66492 -3.17871
H 3.77003 0.05976 -2.49107
H 4.59177 1.30175 -1.55496

---

Record 4
116
Properties=species:S:1:pos:R:3 method="wB97M-V/def2-TZVPD" total_charge=+1 energy_ev=-231789.277 de_lowest_ev=0.270 homo_lumo_gap_ev=7.9818
Bi -0.39223 -0.02173 0.74885
Br -1.53722 -3.14017 -1.58544
C -0.54576 -4.72874 -1.13408
Br 1.10069 -4.32585 -0.22143
H -0.30593 -5.23162 -2.06149
H -1.16014 -5.34106 -0.48702
C -3.09157 -1.66528 1.45631
N -2.59254 -0.34441 1.88687
C -2.42771 -0.35278 3.35157
C -3.54908 0.71357 1.50940
C -3.61579 0.95996 0.01301
N -2.30526 1.30040 -0.55032
C -2.21485 0.81906 -1.93393
C -2.04352 2.74170 -0.50676
H -4.04153 -1.89177 1.95094
H -2.35974 -2.42440 1.71273
H -3.23689 -1.68637 0.37970
H -3.39645 -0.48876 3.84298
H -1.98436 0.57772 3.69640
H -1.77450 -1.17019 3.63965
H -3.26386 1.63256 2.01889
H -4.54902 0.43696 1.86395
H -4.33750 1.76492 -0.16834
H -3.98887 0.06955 -0.49065
H -2.99342 1.27228 -2.55968
H -2.32944 -0.26547 -1.96144
H -1.24017 1.07231 -2.34222
H -2.71101 3.28628 -1.18663
H -1.01417 2.93610 -0.80789
H -2.18731 3.12807 0.50103
F 2.39055 -4.21579 6.22508
C 1.78110 -3.63683 5.19183
C 2.07890 -2.33609 4.83674
F 3.01389 -1.65175 5.50022
C 1.42601 -1.72777 3.77763
F 1.76805 -0.45384 3.48190
C 0.45682 -2.37770 3.01171
O -0.21412 -1.88598 1.99340
C 0.19000 -3.70426 3.40104
F -0.74048 -4.38126 2.71343
C 0.83663 -4.32902 4.44701
F 0.55710 -5.59556 4.74012
C 5.63978 0.65622 2.11596
N 4.34358 0.07895 1.80343
C 4.00028 -0.41814 0.61854
N 4.93798 -0.47359 -0.34035
S 2.42753 -0.96953 0.28183
H 5.58719 1.11716 3.09774
H 5.90289 1.42382 1.38527
H 6.42711 -0.10097 2.13810
H 3.64813 0.04448 2.53274
H 5.91907 -0.40565 -0.12056
H 4.68398 -0.91222 -1.20996
F 1.66669 4.84828 4.31984
C 1.19655 3.84031 3.57885
C 2.08200 3.05631 2.86458
C 1.57695 2.01759 2.10160
C 0.21504 1.72827 2.05634
C -0.64384 2.56367 2.76550
C -0.16504 3.62100 3.52552
H 3.14333 3.26217 2.91230
H 2.25761 1.42229 1.51589
H -1.71435 2.42369 2.74024
H -0.83400 4.26961 4.07487
C -0.06518 3.35357 -6.75743
C -0.57681 1.94834 -6.45318
C 0.34208 1.25134 -5.43533
C 0.95374 2.25348 -4.43449
C -0.04734 3.39410 -4.21895
C -0.16054 4.23539 -5.49997
P 1.35457 1.38456 -2.83135
C 2.48288 -0.01773 -3.33336
C 1.72421 -1.27041 -3.78287
C 2.62883 -2.49807 -3.61653
C 4.07760 -2.20686 -4.06419
C 4.14659 -0.99256 -4.98870
C 3.64020 0.28515 -4.29782
C 2.61518 2.52480 -2.02342
C 1.87211 3.46423 -1.05866
C 2.83729 4.49417 -0.48089
C 3.29105 5.47071 -1.58046
C 3.24680 4.81459 -2.96817
C 3.60219 3.32930 -2.89769
H -0.63548 3.79581 -7.57460
H 0.97423 3.28636 -7.08954
H -0.62528 1.35607 -7.36772
H -1.59406 2.01757 -6.05875
H 1.14434 0.73431 -5.96547
H -0.23263 0.49443 -4.89101
H 1.87180 2.68175 -4.84635
H 0.24638 4.04215 -3.39246
H -1.01988 2.96349 -3.96073
H 0.63923 4.97963 -5.51775
H -1.10652 4.78104 -5.48740
H 2.89592 -0.27232 -2.35505
H 1.42890 -1.18501 -4.82938
H 0.81309 -1.39925 -3.19165
H 2.21535 -3.32332 -4.20037
H 2.63160 -2.80956 -2.57026
H 4.49467 -3.07682 -4.57218
H 4.71640 -2.02521 -3.19170
H 3.55748 -1.19731 -5.88565
H 5.17508 -0.83548 -5.31926
H 3.33302 0.99239 -5.07231
H 4.45438 0.75101 -3.73562
H 3.19618 1.82997 -1.40395
H 1.41770 2.87286 -0.26647
H 1.06582 3.98768 -1.57998
H 3.70020 3.95834 -0.07001
H 2.36809 5.03721 0.34169
H 4.30331 5.81683 -1.36293
H 2.64933 6.35373 -1.57730
H 3.94820 5.31517 -3.63739
H 2.25323 4.92316 -3.40957
H 4.60405 3.24329 -2.46474
H 3.66303 2.92757 -3.90845